Computed, not measured: 2 unconnected molecules or ions with the total composition CH3O3PS in a non-equilibrium geometry, with ωB97M-V/def2-TZVPD.

Calculated values
HOMO energy   -8.378 eV
SMILES   O=C(O)O.P=S
E   -27351.397 eV

The geometry in XYZ format:
```
9
Properties=species:S:1:pos:R:3:forces:R:3
O 0.617 0.576 -0.311 -0.691 -0.725 -0.331
C 1.690 0.351 -0.808 -3.726 1.042 0.682
O 1.871 -0.327 -1.918 3.915 0.457 0.059
O 2.698 0.946 -0.267 1.777 0.190 0.295
H 1.142 -0.741 -2.301 -2.342 -0.759 -0.374
H 3.481 0.727 -0.744 1.382 -0.150 -0.516
P -2.505 -0.005 0.841 -0.607 -0.928 0.827
S -2.544 -1.485 2.145 0.288 1.147 -1.014
H -1.140 0.300 0.622 0.004 -0.274 0.373
```
Positions in Å, forces in eV/Å.